1.
The following is a quantum chemistry calculation of the molecule C2H5N3O2 in a non-equilibrium geometry, from the Open Molecules 2025 dataset.

Output
**F_max**: 3.69 eV/Å
**Frontier orbital gap**: 9.77 eV
**Multiplicity**: 1
**ΔE to the lowest compared entry with this formula, charge and spin**: 493.9 kJ/mol
**SMILES string**: NNC1=NOCO1

Cartesian coordinates (Å):
C1 -0.206170 -0.085544 0.261033
C2 0.676739 -0.424644 -1.802461
H1 -0.061555 2.135235 2.331851
H2 -1.514199 2.282642 1.819251
H3 -0.523180 -0.122067 2.223406
H4 0.378653 -0.734342 -2.859256
H5 1.593427 0.209269 -1.607901
N1 -0.673447 1.914096 1.556084
N2 -0.733313 0.470035 1.442441
N3 0.571521 -1.131850 0.376654
O1 0.791188 -1.579670 -0.999742
O2 -0.397425 0.395224 -1.035887

Atomic forces in eV per Å
1.535 -0.416 -0.507
-0.412 0.262 2.207
0.476 0.007 -0.168
-3.079 0.620 0.516
0.120 0.107 0.408
0.317 0.898 1.591
-0.815 -0.509 -1.011
3.020 -2.100 -0.318
-0.567 0.953 -2.581
-0.779 0.918 -1.125
-0.471 0.572 0.023
0.655 -1.312 0.966

2.
The following is a quantum chemistry calculation of a cluster of 15 separate species, C4H35O16S in total in a non-equilibrium geometry, from the Open Molecules 2025 dataset.

Output
**F_max**: 4.85 eV/Å
**Frontier orbital gap**: 8.95 eV
**Multiplicity**: 1
**Net charge**: -1
**ΔE to the lowest compared entry with this formula, charge and spin**: 0.0 kJ/mol

Cartesian coordinates (Å):
O1 -1.733294 -1.706968 2.521604
C1 -1.999178 -0.494531 2.269957
O2 -2.251435 0.357521 3.157815
C2 -2.024554 -0.060826 0.801974
C3 -0.842563 0.848000 0.511732
C4 -0.552819 1.025184 -0.985907
S1 -1.813142 2.119441 -1.768029
H1 -2.961000 0.413107 0.631011
H2 -1.971189 -0.974970 0.152727
H3 -0.961413 1.872826 0.988983
H4 0.089100 0.510234 0.977049
H5 0.441718 1.494392 -1.137799
H6 -0.553355 0.009952 -1.459560
H7 -1.544072 1.849708 -3.030605
H8 -2.269860 -2.934238 1.570012
H9 -3.406600 -3.275321 0.694356
O3 -2.532860 -3.570027 0.915479
H10 -0.239415 -1.999457 2.073629
H11 1.062298 -1.138798 2.030618
O4 0.747919 -1.967614 1.665887
H12 0.516865 -2.434520 -2.021220
H13 -0.257677 -1.688834 -3.130070
O5 0.656798 -2.032716 -2.849166
H14 2.186003 0.080375 3.459515
H15 2.441534 0.502450 1.931307
O6 1.725605 0.329510 2.665494
H16 1.992431 2.988086 1.941720
H17 0.644504 3.217594 2.415913
O7 1.350917 3.641666 1.890592
H18 2.703326 0.023038 -3.624721
H19 1.457467 -0.587881 -2.951727
O8 1.998988 0.264184 -3.083348
H20 -0.996631 1.664596 3.333247
H21 0.406536 1.366052 3.139964
O9 -0.193146 2.061861 3.384129
H22 -1.264808 -3.151244 -0.019872
H23 -0.004756 -2.341738 0.175578
O10 -0.558077 -2.676615 -0.539987
H24 2.218723 -1.592443 -1.019169
H25 1.993937 -2.013193 0.456844
O11 2.670073 -1.776190 -0.174959
H26 2.613259 1.413570 -1.918157
H27 2.475244 2.757217 -1.160240
O12 3.077719 1.955722 -1.302116
H28 0.493946 3.988099 -1.101947
H29 1.295504 3.909925 0.216912
O13 1.402381 3.974380 -0.754491
H30 -4.313210 0.226197 -1.739124
H31 -3.538680 -0.937314 -2.310952
O14 -4.441046 -0.648104 -2.136800
H32 -1.580830 -1.935632 -1.660725
H33 -2.287879 -2.495063 -2.990178
O15 -1.986086 -1.657814 -2.559861
H34 3.393390 -0.368604 0.454087
H35 3.431130 1.105357 0.130890
O16 3.592259 0.490413 0.871708

Atomic forces in eV per Å
0.439 -0.758 0.179
-0.794 1.325 1.044
0.211 -0.716 -1.135
0.840 -1.303 0.080
0.305 1.874 -0.078
0.488 -0.480 -0.166
0.024 -0.169 0.806
-0.755 0.604 -0.276
-0.065 0.941 0.629
-0.199 -1.140 -0.564
-0.266 -0.365 -0.187
-0.666 -0.380 0.122
-0.043 1.044 0.185
0.188 -0.166 -0.534
0.668 1.376 1.643
-0.777 0.069 -0.416
-0.247 -1.714 -1.119
1.703 0.052 -0.679
0.422 0.779 0.365
-2.303 -1.059 0.696
-0.686 -1.082 1.855
1.486 -0.801 0.769
-0.582 1.682 -2.895
0.407 -0.120 0.453
-0.295 -0.265 0.730
0.483 0.366 -1.075
2.317 -1.853 0.031
-0.609 0.113 0.192
-1.605 1.785 -0.098
1.892 -0.626 -1.466
0.796 1.027 -0.197
-2.616 -0.513 1.381
-4.463 -1.894 -0.135
0.865 -0.705 -0.140
3.470 2.940 0.672
0.038 -0.044 -0.512
0.553 0.571 0.513
-0.601 -0.708 -0.327
0.294 -0.039 0.525
-0.777 -0.310 0.609
0.682 0.061 -1.463
-0.650 -1.016 -0.999
0.773 -0.958 -0.183
0.120 2.095 1.235
0.409 -0.087 0.053
-0.046 0.023 0.275
-0.621 0.310 -0.444
-0.090 -0.235 -0.145
0.349 -0.079 -0.048
-0.594 0.557 0.294
-0.417 0.131 -1.169
0.368 0.892 0.644
0.121 -1.294 0.310
0.031 -0.295 0.009
0.018 0.476 -0.407
0.007 0.079 0.561

3.
The following is a quantum chemistry calculation of a cluster of 2 separate species, C5H15NO in total in a non-equilibrium geometry, from the Open Molecules 2025 dataset.

Output
**F_max**: 3.10 eV/Å
**Frontier orbital gap**: 10.13 eV
**Multiplicity**: 1
**ΔE to the lowest compared entry with this formula, charge and spin**: 228.9 kJ/mol
**SMILES string**: CCCCCN.O

Cartesian coordinates (Å):
C1 -2.263258 0.393655 -2.601141
C2 -1.764064 -0.841134 -1.819702
C3 -1.484255 -0.670366 -0.284333
C4 -0.267252 0.316325 -0.024120
C5 0.769307 -0.248913 1.017069
N1 1.446103 0.804050 1.731960
H1 -1.404393 1.034735 -2.714593
H2 -2.672675 0.424407 -3.613549
H3 -2.979118 0.988769 -2.021494
H4 -0.902086 -1.234693 -2.461198
H5 -2.442662 -1.757086 -1.966824
H6 -2.433791 -0.273475 0.306457
H7 -1.309381 -1.782751 0.074426
H8 -0.063445 0.577442 -1.048493
H9 -0.600719 1.331046 0.302793
H10 0.395646 -0.879077 1.868776
H11 1.527297 -0.803265 0.466153
H12 2.321237 0.487890 2.050464
H13 0.949591 1.021825 2.624969
H14 3.743947 0.528741 2.999432
H15 5.004455 0.679738 2.410545
O1 4.429514 -0.097868 2.702409

Atomic forces in eV per Å
-0.023 1.054 1.034
-0.900 -2.151 -1.693
-0.843 -0.657 0.614
-2.004 -0.508 1.244
-0.262 -0.036 -0.336
-0.797 2.017 1.147
0.456 0.563 0.097
-0.015 -1.277 0.042
0.011 -0.195 0.150
-0.327 0.623 1.496
0.334 1.475 0.443
1.712 -0.980 -1.427
-0.034 2.369 -0.306
1.930 -0.283 -0.266
-0.150 -0.914 0.435
-0.749 -0.213 -1.667
-0.021 -0.285 0.093
1.172 -0.570 -0.060
0.257 -0.081 -1.230
-0.258 -0.949 0.480
-0.155 -1.999 0.111
0.665 2.998 -0.403

no.,LUMO level (eV)
1,0.909
2,2.396
3,0.803